Formula: C28H37BrClIN4O2S5SbSiV
Source: the OMol25 dataset
Level of theory: wB97M-V/def2-TZVPD

The electronic energy comes out at -8255.54193 Eh. Its net charge is -1. As for the spin multiplicity: 4.

Element x y z (Å)
V  -1.19037  0.53896  -1.57980
Cl  -3.17447  -6.31563  -2.85993
C  -2.36461  -4.78396  -2.62833
C  -1.11347  -4.77727  -2.08868
C  -0.46643  -3.56266  -1.85571
I  1.40857  -3.55932  -0.95807
C  -1.03273  -2.32629  -2.14495
O  -0.41836  -1.24375  -1.80819
C  -2.31884  -2.36678  -2.79526
N  -2.93628  -1.19809  -3.25031
C  -4.17069  -1.18397  -3.72537
C  -4.89421  -2.37576  -3.87766
C  -4.31662  -3.55687  -3.55142
C  -3.00680  -3.58262  -2.99673
H  -0.63614  -5.70941  -1.82119
H  -4.57961  -0.20255  -3.92783
H  -5.90209  -2.31840  -4.25980
H  -4.84478  -4.48888  -3.68714
S  -5.41916  1.63968  -2.38394
Sb  -3.95293  2.04061  -0.66192
S  -2.85827  -0.12278  -0.13998
S  -1.85646  2.79823  -1.75255
O  -2.62134  0.05790  -5.77936
S  -2.35979  0.94022  -4.60042
N  -2.22665  -0.01446  -3.24062
C  -0.63051  3.26201  2.24702
C  -0.53612  2.06956  3.21313
C  -1.91547  1.39323  3.18536
C  -0.29150  2.60180  4.63673
Si  0.85849  0.86940  2.70530
Br  0.82279  0.69132  0.44680
C  2.62031  1.58274  3.01988
C  3.71752  0.91924  2.16970
C  3.00657  1.41802  4.49993
C  2.66309  3.07677  2.66246
C  0.62660  -0.93824  3.29827
C  1.87563  -1.78700  3.02063
C  0.34907  -0.98205  4.81083
C  -0.53292  -1.63064  2.55727
H  -1.43061  3.92261  2.59400
H  -0.88596  2.95349  1.23210
H  0.28604  3.85256  2.19455
H  -2.66991  2.15640  3.40310
H  -2.01952  0.61333  3.93828
H  -2.15593  0.97958  2.20434
H  -1.14513  3.22393  4.92285
H  0.60104  3.22334  4.70977
H  -0.20806  1.80414  5.37618
H  3.81440  -0.14910  2.33893
H  4.67490  1.38202  2.42969
H  3.55330  1.07532  1.10478
H  3.13753  0.37125  4.77273
H  2.27586  1.85273  5.18072
H  3.96233  1.92173  4.67757
H  2.36847  3.24751  1.62533
H  3.69085  3.43433  2.78016
H  2.02835  3.68702  3.30536
H  2.73638  -1.47496  3.61222
H  2.14969  -1.77302  1.96505
H  1.65502  -2.82478  3.28775
H  1.14406  -0.52182  5.39823
H  0.27303  -2.02772  5.12545
H  -0.58784  -0.49607  5.07558
H  -0.35821  -1.67496  1.48301
H  -1.49618  -1.15480  2.71275
H  -0.60504  -2.65983  2.92277
N  1.35686  3.16663  -1.76269
C  1.60753  2.15818  -2.61531
N  0.80623  1.16229  -2.86926
C  1.37476  0.31056  -3.81905
C  0.73984  -0.77568  -4.41048
C  1.42748  -1.52560  -5.34628
C  2.73638  -1.20708  -5.71189
C  3.36595  -0.10432  -5.15942
C  2.66803  0.64463  -4.22397
S  3.16466  2.11188  -3.42726
H  0.38747  3.26954  -1.44274
H  1.92119  3.99456  -1.83158
H  -0.28609  -1.01000  -4.15302
H  0.93194  -2.36972  -5.80645
H  3.25827  -1.81373  -6.43893
H  4.36960  0.17135  -5.45316

---

Formula: C28H37BrN13O2S2TeTi
Source: the OMol25 dataset
Level of theory: wB97M-V/def2-TZVPD

The electronic energy comes out at -6439.12974 Eh. Its net charge is +2. As for the spin multiplicity: 2.

Element x y z (Å)
Ti  -0.31268  0.68008  -0.26575
N  -0.48453  -0.78311  3.12246
C  -0.35261  0.35786  4.08493
C  -1.21918  1.56150  3.68883
C  -0.65297  2.55696  2.66446
N  -1.03517  2.19787  1.25916
C  0.85553  2.78553  2.83532
C  1.67918  1.51699  3.04165
N  1.73893  0.73052  1.78648
C  1.12264  0.72106  4.21884
H  -1.44221  -1.07801  2.87542
H  0.01037  -1.62799  3.43428
H  -0.04670  -0.53671  2.22500
H  -0.71640  -0.01811  5.03984
H  -1.37131  2.12888  4.60903
H  -2.21716  1.22894  3.38693
H  -1.14064  3.51071  2.87048
H  -0.93309  3.04975  0.70484
H  -2.04473  2.03811  1.24907
H  0.99975  3.42840  3.70500
H  1.23865  3.34781  1.97742
H  2.69878  1.80160  3.30790
H  2.27078  -0.13097  1.93626
H  2.36336  1.24181  1.15627
H  1.23427  1.33706  5.11239
H  1.72051  -0.17925  4.39087
N  -3.89684  0.22783  -0.16641
C  -3.45551  0.71707  -1.33621
N  -4.33397  0.75350  -2.32338
C  -3.92504  1.33657  -3.44946
N  -4.73001  1.31288  -4.50223
N  -2.74162  1.98559  -3.58310
C  -1.94154  1.89050  -2.56408
N  -2.17668  1.19785  -1.42129
C  -0.68413  2.66152  -2.60198
C  -0.39891  3.52074  -3.64259
C  0.75204  4.28954  -3.57740
C  1.58111  4.15863  -2.47778
C  1.24898  3.23626  -1.50380
N  0.13173  2.50601  -1.54567
H  -4.82206  -0.17094  -0.16984
H  -3.26055  -0.05270  0.55778
H  -5.62724  0.86418  -4.43224
H  -4.45836  1.77489  -5.35240
H  -1.08667  3.57967  -4.47331
H  1.00195  4.97940  -4.37217
H  2.48998  4.73589  -2.38814
H  1.91159  3.06174  -0.66495
C  1.81434  -7.22126  -0.99129
C  1.53204  -6.29763  0.13160
N  1.18506  -6.63615  1.32985
N  1.04602  -5.44796  1.98899
C  1.27276  -4.37602  1.22898
S  1.17936  -2.74620  1.62394
N  1.59961  -4.91854  0.02682
N  1.96118  -4.15385  -1.07510
H  1.70621  -8.24303  -0.63865
H  2.82917  -7.07944  -1.36502
H  1.11915  -7.05857  -1.81789
H  0.79462  -5.44106  2.96405
H  1.51771  -4.51647  -1.91018
H  2.97207  -4.15900  -1.18620
Br  -0.56208  -3.84496  -4.10867
C  -1.26066  -4.03572  -2.35808
C  -1.74248  -5.26836  -1.94516
C  -2.25480  -5.40275  -0.65964
C  -2.29647  -4.31152  0.19086
C  -1.80507  -3.08063  -0.23842
C  -1.27145  -2.93996  -1.51513
C  -1.88081  -1.93485  0.69806
O  -2.46382  -2.00149  1.76968
O  -1.27636  -0.81332  0.35763
H  -1.73010  -6.10996  -2.62510
H  -2.63609  -6.36112  -0.33374
H  -2.71049  -4.39847  1.18634
H  -0.86228  -1.99908  -1.84576
Te  1.86311  -0.42876  -1.45694
C  2.41189  0.72673  -3.12115
C  1.74688  0.86860  -4.30530
C  2.47610  1.63039  -5.26306
C  3.68490  2.04100  -4.79066
S  3.94968  1.49476  -3.19159
H  0.78290  0.41784  -4.50052
H  2.12706  1.84036  -6.26441
H  4.44469  2.60729  -5.30688

---

Formula: C28H37Cl51FNO3
Source: the OMol25 dataset
Level of theory: wB97M-V/def2-TZVPD

The electronic energy comes out at -24938.85373 Eh. Its net charge is 0.

Element x y z (Å)
C  -2.35055  1.13865  10.00669
C  -1.67997  0.42679  8.65559
C  -2.28632  -1.12365  8.49855
O  -3.25022  -1.43372  9.41023
O  -1.76720  -2.05589  7.48618
C  -2.71980  -2.28590  6.38994
C  -4.04349  -3.19448  6.83411
C  -3.46223  -4.29940  7.93155
O  -4.16249  -4.79391  8.95568
C  -1.91069  -3.23632  5.27653
C  -0.63710  -2.47653  4.57693
C  -0.01838  -3.51576  3.42336
F  -0.11800  -2.80024  2.09671
C  -3.27617  -0.93285  5.65113
N  -4.37747  -1.35940  4.65718
C  -5.64866  -0.69081  5.13744
H  -2.14263  0.45726  10.96234
H  -3.53410  1.20222  9.90865
H  -1.89452  2.19380  10.24586
H  -0.52656  0.28984  8.90239
H  -1.85249  1.07863  7.69124
H  -4.53686  -3.71098  5.90359
H  -4.76269  -2.49166  7.43813
H  -2.34005  -4.61260  7.79998
H  -2.75174  -3.57623  4.50332
H  -1.54859  -4.23572  5.80193
H  -0.89601  -1.48086  4.01879
H  0.18107  -2.19526  5.39856
H  1.11549  -3.76273  3.59112
H  -0.67645  -4.50397  3.31888
H  -2.46894  -0.34852  5.01943
H  -3.78618  -0.15047  6.35880
H  -4.18258  -0.96703  3.70363
H  -5.60086  0.45334  4.85093
H  -5.86304  -0.84736  6.29929
H  -6.59327  -1.16554  4.58374
C  -0.76122  -2.55406  -1.59791
Cl  0.19763  -3.62364  -2.63509
Cl  -0.83451  -0.92258  -2.28535
Cl  -2.39254  -3.20684  -1.36991
H  -0.27450  -2.49456  -0.62107
C  0.09033  -1.08858  -6.14668
Cl  0.37477  -2.41435  -7.28710
Cl  1.62218  -0.33045  -5.67941
Cl  -1.00873  0.11091  -6.84853
H  -0.37769  -1.50087  -5.24912
C  2.70097  0.88934  -1.79945
Cl  4.31303  1.10449  -1.09652
Cl  2.35542  -0.83060  -2.04862
Cl  1.46717  1.62810  -0.76442
H  2.67953  1.38916  -2.77123
C  0.27424  2.55425  -9.75209
Cl  0.55868  1.22848  -10.89251
Cl  1.80609  3.31238  -9.28482
Cl  -0.82482  3.75374  -10.45394
H  -0.19379  2.14196  -8.85453
C  -0.96278  -5.51593  -9.48222
Cl  0.49468  -5.36813  -10.47875
Cl  -2.40721  -5.12319  -10.43040
Cl  -1.08927  -7.14744  -8.80288
H  -0.88892  -4.80382  -8.65633
C  -1.37490  2.57833  13.53805
Cl  -0.41605  1.50875  12.50086
Cl  -1.44818  4.20980  12.85061
Cl  -3.00622  1.92555  13.76605
H  -0.88818  2.63783  14.51488
C  7.09250  3.58765  -1.81439
Cl  7.55256  4.60330  -0.43746
Cl  6.43159  4.57938  -3.12562
Cl  8.48126  2.64702  -2.38524
H  6.31707  2.89141  -1.48484
C  10.80901  6.03252  0.83662
Cl  9.76648  7.43444  0.54188
Cl  12.23335  6.08414  -0.21611
Cl  11.29580  5.96602  2.53895
H  10.24223  5.12713  0.60493
C  -3.65659  1.76605  -3.45959
Cl  -5.28734  1.38563  -4.03844
Cl  -3.34475  0.96734  -1.90896
Cl  -2.44339  1.28960  -4.65978
H  -3.58750  2.84661  -3.31037
C  -6.30674  -6.47466  -9.43820
Cl  -7.54151  -7.71265  -9.15208
Cl  -6.92080  -4.87092  -9.00159
Cl  -4.83196  -6.84486  -8.52865
H  -6.06260  -6.47156  -10.50358
C  -7.63786  -0.08198  -1.33502
Cl  -8.83792  -1.03864  -2.22035
Cl  -8.32681  0.53619  0.17590
Cl  -6.18940  -1.04875  -1.00849
H  -7.35033  0.77006  -1.95631
C  10.70352  11.28044  -0.21921
Cl  9.61192  11.99249  -1.41943
Cl  12.36447  11.84006  -0.47945
Cl  10.16478  11.67326  1.42237
H  10.68371  10.19403  -0.33740
C  2.60593  0.76125  8.71176
Cl  1.79551  0.66304  7.13927
Cl  3.95831  1.90413  8.64436
Cl  1.45673  1.23126  9.97577
H  3.00243  -0.22730  8.95714
C  -6.39358  5.22602  -2.62588
Cl  -4.93611  5.37382  -3.62241
Cl  -7.83801  5.61876  -3.57406
Cl  -6.52007  3.59451  -1.94655
H  -6.31972  5.93814  -1.79999
C  11.23080  0.38176  -4.18181
Cl  11.69086  1.39741  -2.80488
Cl  10.56989  1.37350  -5.49304
Cl  12.61956  -0.55886  -4.75266
H  10.45537  -0.31448  -3.85226
C  5.21528  3.36112  -6.97025
Cl  3.98051  2.12313  -6.68412
Cl  4.60122  4.96485  -6.53363
Cl  6.69006  2.99091  -6.06070
H  5.45942  3.36421  -8.03563
C  -4.38501  -10.67624  -10.36431
Cl  -4.40163  -11.93400  -9.11654
Cl  -6.03575  -10.16000  -10.74931
Cl  -3.40700  -9.29429  -9.84182
H  -3.93522  -11.09418  -11.26856

---

Formula: C28H37CuN2O2P
Source: the OMol25 dataset
Level of theory: wB97M-V/def2-TZVPD

The electronic energy comes out at -3330.88487 Eh. Its net charge is 0. As for the spin multiplicity: 2.

Element x y z (Å)
C  0.37923  3.42886  -3.48189
C  -0.89987  2.97676  -3.18127
C  -1.08328  1.87342  -2.32561
C  0.01370  1.25228  -1.73764
C  1.29453  1.71570  -2.03745
C  1.48393  2.80499  -2.90221
C  -2.49637  1.42093  -2.10884
C  -2.67143  -0.03314  -1.65651
N  -2.15822  -1.08127  -2.47513
Cu  -0.23738  -0.17970  -0.42758
C  2.46797  1.02122  -1.41634
P  1.86671  -0.65889  -0.90929
H  -1.79008  3.44176  -3.61307
H  2.49977  3.14057  -3.11264
H  0.50908  4.25783  -4.17646
H  2.80134  1.51582  -0.49068
H  3.32695  0.93243  -2.09411
H  -2.94589  2.02065  -1.30051
H  -3.08909  1.57893  -3.02396
H  -2.21515  -0.18347  -0.65549
C  3.16394  -1.16532  0.25212
C  2.20122  -1.59909  -2.43958
H  -3.75297  -0.20457  -1.47415
C  -1.47414  -0.83998  -3.71623
C  -2.88361  -2.32947  -2.40382
H  -0.05764  -1.93526  -0.13185
H  -1.90368  -1.50678  -4.47598
H  -1.57268  0.20239  -4.03114
H  -0.39840  -1.05704  -3.62659
H  -3.09985  -2.68880  -3.41738
H  -2.30657  -3.10805  -1.88753
H  -3.82305  -2.19901  -1.84740
H  3.27496  -1.57504  -2.66510
H  1.87963  -2.63735  -2.29284
H  1.64004  -1.17027  -3.27790
H  4.15194  -1.16542  -0.23120
H  3.17660  -0.47280  1.10536
H  2.94743  -2.17329  0.62843
H  -0.85502  -1.70958  0.09161
C  3.63017  0.75830  4.69909
C  2.69941  -0.33514  4.23698
C  3.23037  -1.58995  3.94114
C  2.41487  -2.62702  3.48559
C  1.05602  -2.41032  3.33690
C  0.49183  -1.16474  3.65950
N  -0.87372  -1.03915  3.45803
C  -1.78592  -0.10471  3.98667
C  -2.20331  -0.15773  5.32918
C  -3.09797  0.78955  5.82440
C  -3.59938  1.78381  4.97406
C  -3.22300  1.81129  3.63234
C  -2.31164  0.88632  3.13423
C  -1.92048  0.96876  1.66705
O  -2.85310  1.29636  0.90782
O  -0.69526  0.71204  1.35540
C  1.31978  -0.10361  4.10440
C  0.73098  1.24535  4.35291
H  3.59546  1.64700  4.05656
H  3.39097  1.08215  5.71983
H  4.66286  0.39613  4.69762
H  4.30407  -1.75018  4.06615
H  2.84257  -3.59799  3.24451
H  0.39639  -3.19676  2.97270
H  -1.29264  -1.75827  2.87528
H  -1.80891  -0.94576  5.97315
H  -3.40757  0.74968  6.86895
H  -4.27949  2.54476  5.35278
H  -3.61051  2.55465  2.93522
H  0.24622  1.62921  3.44037
H  -0.00979  1.22536  5.16420
H  1.50555  1.95897  4.64323

---

Formula: C28H37F5Ge2O2V
Source: the OMol25 dataset
Level of theory: wB97M-V/def2-TZVPD

The electronic energy comes out at -6836.74864 Eh. Its net charge is 0. As for the spin multiplicity: 4.

Element x y z (Å)
V  0.26927  -0.21290  0.69859
C  -2.40612  -4.38130  0.39096
C  -1.64010  -3.13679  0.84915
Ge  -1.04782  -2.06927  -0.69973
C  0.61961  -2.81345  -1.46046
C  0.34130  -3.88083  -2.52202
C  -2.43271  -1.87064  -2.04366
C  -2.71667  -0.57962  -2.27456
Ge  -1.57786  0.51393  -1.10035
C  -2.49226  1.55754  0.30770
C  -3.42012  2.67879  -0.16657
C  -0.15954  1.51731  -2.04203
C  -0.64191  2.49426  -3.11642
C  -3.70033  -0.05865  -3.25107
C  -3.94563  1.30862  -3.34608
C  -4.86557  1.81460  -4.25143
C  -5.55981  0.95209  -5.08501
C  -5.32551  -0.41519  -5.00649
C  -4.40651  -0.91430  -4.10074
H  -2.70738  -4.98857  1.24598
H  -1.79989  -5.01237  -0.26218
H  -3.30974  -4.10769  -0.15620
H  -0.74718  -3.41038  1.41445
H  -2.25490  -2.52232  1.50518
H  1.19962  -3.22783  -0.63237
H  1.21288  -1.99992  -1.88321
H  -0.21788  -4.72207  -2.10845
H  1.27374  -4.27279  -2.93108
H  -0.23854  -3.47119  -3.35051
H  -2.91902  -2.69356  -2.56241
H  -1.70453  1.96839  0.94686
H  -3.03966  0.84204  0.92241
H  -2.92031  3.36432  -0.85494
H  -3.76338  3.26737  0.68570
H  -4.30068  2.27579  -0.66793
H  0.50985  0.77348  -2.48032
H  0.42882  2.03952  -1.28299
H  -1.18320  1.98025  -3.91144
H  0.21038  3.00301  -3.56968
H  -1.29938  3.26148  -2.70193
H  -3.40599  1.99042  -2.69926
H  -5.04040  2.88126  -4.30597
H  -6.27879  1.34045  -5.79432
H  -5.86197  -1.09360  -5.65723
H  -4.23313  -1.98131  -4.05549
F  -0.49457  1.33088  3.21611
C  -0.40245  0.04290  2.73275
F  -1.70932  -0.45412  2.75429
C  0.34401  -0.74828  3.80360
F  -0.25672  -0.76487  4.99562
F  0.47423  -2.03109  3.39403
F  1.57416  -0.24717  3.96541
C  5.48845  1.86720  5.40915
C  4.90316  1.49403  4.07448
C  3.92039  2.27325  3.48139
C  3.37750  1.94530  2.24363
C  2.29937  2.82274  1.65638
C  3.85266  0.81786  1.57963
C  4.85433  0.02315  2.14328
C  5.39480  -1.18973  1.43179
C  5.35455  0.37024  3.39048
C  3.29124  0.44734  0.24176
O  3.98339  0.27334  -0.73171
O  1.98003  0.27903  0.21612
H  4.80419  2.49735  5.97638
H  6.42129  2.42022  5.27851
H  5.71160  0.98009  6.00185
H  3.55678  3.15620  3.99655
H  2.36608  3.82489  2.07818
H  1.30652  2.43525  1.89821
H  2.38631  2.89907  0.57224
H  4.59212  -1.82892  1.05937
H  6.01878  -1.77582  2.10446
H  5.98630  -0.89386  0.56518
H  6.11977  -0.25485  3.83839